An isolated molecule of C4H7N at a distorted geometry. Source: the OMol25 dataset; level of theory: ωB97M-V with the def2-TZVPD basis set.

Geometry (Å):
C  4.67433  -18.55263  29.44231
C  4.39180  -19.25487  28.09212
C  5.63438  -19.49529  27.11820
C  6.72631  -20.07893  27.88874
N  7.62029  -20.59819  28.45671
H  4.31551  -19.29564  30.15454
H  4.10044  -17.65064  29.65484
H  5.74328  -18.35030  29.50943
H  3.60683  -18.73877  27.53934
H  4.06253  -20.26745  28.32529
H  5.88189  -18.57021  26.59756
H  5.29614  -20.23310  26.39065

E_HOMO   -11.362 eV
Total charge   0
Max |F|   3.636 eV/A
Energy relative to the best compared isomer or geometry (same formula, charge and spin)   0.476 eV
SMILES string   CCCC#N


A structure of composition C15H13MoN2O7S2 at a distorted geometry. Source: the OMol25 dataset; level of theory: ωB97M-V with the def2-TZVPD basis set.

Geometry (Å):
Mo  0.37166  -0.24486  1.63608
O  1.42312  3.42263  0.19255
C  1.27213  2.18601  0.40981
O  0.56153  1.69272  1.33325
C  2.02688  1.19445  -0.39670
C  2.83581  1.38859  -1.50723
C  3.35882  0.25867  -2.12779
C  3.05787  -1.01484  -1.64628
C  2.26350  -1.11531  -0.51465
N  1.78827  -0.01910  0.09843
C  1.75961  -2.30259  0.21620
O  1.98973  -3.52271  -0.01962
O  1.01855  -2.00604  1.19931
H  0.87141  4.02788  0.72762
H  3.03152  2.38657  -1.87920
H  3.99217  0.36694  -2.99921
H  3.43520  -1.88721  -2.16551
H  2.56207  -3.75752  -0.77159
O  -0.44383  -0.71572  -2.28018
S  -1.15900  0.16187  -1.41828
O  -0.72003  1.53331  -1.35442
N  -0.99154  -0.40543  0.22138
C  -2.16845  -0.35024  0.84219
S  -1.92578  -0.36792  2.55521
C  -3.30622  -0.20490  -0.01372
C  -4.65471  -0.31644  0.31479
C  -5.59477  -0.23430  -0.70539
C  -5.19888  -0.03884  -2.02275
C  -3.84539  0.10118  -2.36975
C  -2.93072  0.01042  -1.35862
H  -4.95102  -0.49078  1.34181
H  -6.64733  -0.32951  -0.47578
H  -5.94459  0.00561  -2.80559
H  -3.55879  0.27991  -3.39793
C  3.08665  0.04547  3.36033
O  1.62588  0.02178  3.41434
H  3.46208  0.94537  3.84358
H  3.38620  0.04456  2.31586
H  3.48951  -0.83148  3.86321
H  1.37090  0.08180  4.34423

E_HOMO (alpha / beta)   -18.792 / -18.762 eV
Total charge   +3
Max |F|   2.471 eV/A


An isolated molecule of C20H31N3O2S. Source: the OMol25 dataset; level of theory: ωB97M-V with the def2-TZVPD basis set.

Geometry (Å):
C  0.74521  6.31121  -2.21405
O  0.27114  6.65660  -0.93266
C  0.01142  5.66025  -0.04771
C  -0.52678  6.05496  1.17816
C  -0.81582  5.10657  2.13660
C  -0.59408  3.76457  1.88780
C  -0.06879  3.36305  0.66174
N  0.16326  1.99309  0.49125
C  0.23994  1.24349  -0.64599
S  -0.14070  1.87399  -2.13202
N  0.62594  -0.05705  -0.51135
C  0.66054  -0.88769  -1.70272
C  -0.66401  -1.60572  -1.97465
C  -0.75540  -2.15148  -3.40288
C  0.28771  -3.23679  -3.65854
C  -2.15771  -2.70205  -3.65493
C  0.83525  -0.66149  0.79889
C  -0.49282  -1.03653  1.48364
C  -0.21713  -1.54166  2.90384
N  0.67140  -2.67565  2.85765
C  0.36146  -3.96626  3.15199
C  -1.00746  -4.22318  3.74541
O  1.15804  -4.86427  2.96691
C  1.93953  -2.37806  2.22555
C  1.72396  -1.90816  0.78429
C  0.25703  4.31543  -0.29597
H  0.79994  7.24643  -2.76901
H  1.74178  5.86110  -2.16503
H  0.06261  5.62436  -2.72275
H  -0.70431  7.10355  1.35244
H  -1.22484  5.41230  3.08781
H  -0.83040  3.02677  2.64263
H  0.10175  1.49412  1.36587
H  1.47983  -1.59730  -1.61328
H  0.87488  -0.22490  -2.54439
H  -1.47322  -0.88798  -1.82401
H  -0.80192  -2.42965  -1.27020
H  -0.57886  -1.32228  -4.09564
H  1.29625  -2.83834  -3.58776
H  0.15956  -3.65172  -4.65549
H  0.18103  -4.04565  -2.93791
H  -2.24658  -3.06410  -4.67627
H  -2.36983  -3.52892  -2.97957
H  -2.90672  -1.92899  -3.50030
H  1.36683  0.07434  1.42072
H  -1.17814  -0.18772  1.51814
H  -0.97828  -1.82681  0.90999
H  -1.15132  -1.80240  3.39636
H  0.26619  -0.74661  3.48835
H  -1.07932  -5.28513  3.96368
H  -1.14179  -3.66398  4.66842
H  -1.79360  -3.95606  3.04263
H  2.53521  -3.29201  2.24209
H  2.45453  -1.60308  2.80506
H  1.24783  -2.71804  0.23170
H  2.69044  -1.68471  0.33178
H  0.68936  3.99624  -1.22632

E_HOMO   -7.967 eV
Total charge   0
Max |F|   0.893 eV/A
Energy relative to the best compared isomer or geometry (same formula, charge and spin)   0.348 eV
SMILES string   COc1cccc(NC(=S)N(CCC(C)C)C2CCN(C(C)=O)CC2)c1


A cluster of 8 separate species, C52H44N3O17 in total at a distorted geometry. Source: the OMol25 dataset; level of theory: ωB97M-V with the def2-TZVPD basis set.

Geometry (Å):
C  3.06764  -1.77270  0.16300
N  3.70783  -0.94319  -0.89652
C  4.71879  -1.71657  -1.67047
C  2.73615  -0.30406  -1.73441
O  2.36294  -0.68914  -2.82594
C  2.03840  1.02538  -1.14809
C  0.66015  0.52328  -0.54177
N  -0.16018  -0.21773  -1.36690
C  -1.27325  -0.55751  -0.55018
C  -2.36721  -1.45112  -1.20600
C  -1.92265  -2.97822  -1.00332
O  -1.44505  -3.56466  -2.24802
C  -0.31910  -4.33908  -1.97404
O  0.54316  -4.47717  -2.80224
C  -1.14202  0.01677  0.76365
N  0.11863  0.69835  0.70052
H  2.46729  -1.12275  0.85477
H  3.91467  -2.25677  0.73252
H  2.43903  -2.57596  -0.33346
H  4.64966  -2.79015  -1.34881
H  5.74312  -1.35890  -1.33418
H  4.68023  -1.55957  -2.77693
H  1.78419  1.67743  -2.02292
H  2.68698  1.52477  -0.37582
H  -0.06085  -0.49924  -2.34373
H  -3.39580  -1.25614  -0.80936
H  -2.31912  -1.24676  -2.32101
H  -2.77528  -3.55290  -0.54508
H  -1.06191  -3.01394  -0.26758
H  -0.17529  -4.84034  -0.96792
H  -1.87176  -0.08393  1.59468
H  0.51552  1.23234  1.48270
C  2.19866  1.38890  4.49952
C  3.49656  1.43982  4.78520
C  4.30215  2.64790  4.49560
O  5.48666  2.69023  4.75015
C  3.60522  3.80030  3.88042
C  2.30548  3.74785  3.59448
C  1.50559  2.53706  3.88187
O  0.31517  2.48765  3.61689
H  1.59597  0.51194  4.70173
H  4.02067  0.60593  5.23504
H  4.20764  4.67632  3.67602
H  1.77921  4.57901  3.14152
C  -7.97685  -2.79988  0.94544
C  -6.68029  -2.83904  0.64568
C  -5.80839  -1.66773  0.86964
O  -4.61794  -1.69748  0.59400
C  -6.42386  -0.45088  1.44012
C  -7.72115  -0.41019  1.74071
C  -8.59792  -1.58266  1.51689
O  -9.77950  -1.54856  1.79169
H  -8.63034  -3.64621  0.78781
H  -6.21046  -3.72014  0.22843
H  -5.76138  0.39762  1.59719
H  -8.19045  0.47184  2.15862
C  7.52028  -2.22232  2.02777
C  8.82293  -2.23449  1.75042
C  9.66996  -1.04229  1.98823
O  10.85532  -1.05201  1.73415
C  9.01252  0.16154  2.54669
C  7.70952  0.17275  2.82346
C  6.86472  -1.01887  2.58623
O  5.67453  -1.00837  2.84297
H  6.88588  -3.08405  1.86052
H  9.31925  -3.10618  1.34252
H  9.64624  1.02320  2.71418
H  7.21233  1.04465  3.23151
C  -7.18077  -7.63754  2.81684
C  -7.84147  -8.72315  3.21518
C  -9.27601  -8.90858  2.89763
O  -9.87902  -9.89547  3.26138
C  -9.94594  -7.84144  2.11925
C  -9.28424  -6.75632  1.72145
C  -7.85069  -6.57180  2.03916
O  -7.24431  -5.58069  1.67412
H  -6.13245  -7.48486  3.04043
H  -7.36674  -9.51267  3.78408
H  -10.99424  -7.99352  1.89543
H  -9.75916  -5.96673  1.15250
C  4.30817  6.34114  -2.79873
C  4.50965  5.96726  -1.53550
C  4.64009  4.53937  -1.16906
O  4.82111  4.19544  -0.01606
C  4.54012  3.54342  -2.25902
C  4.33862  3.91530  -3.52136
C  4.20767  5.34423  -3.88957
O  4.02586  5.68400  -5.03962
H  4.20962  7.38062  -3.08497
H  4.58602  6.68256  -0.72622
H  4.63893  2.50315  -1.97229
H  4.26200  3.19886  -4.33096
C  -2.83283  4.30511  3.27410
C  -3.26186  3.15940  2.74929
C  -4.53768  3.08618  2.00321
O  -4.92971  2.03600  1.52466
C  -5.31869  4.33395  1.86059
C  -4.89102  5.48156  2.38515
C  -3.61407  5.55583  3.13195
O  -3.22190  6.59938  3.60818
H  -1.90226  4.37637  3.82341
H  -2.70305  2.23663  2.84340
H  -6.24873  4.26085  1.31100
H  -5.45002  6.40402  2.29102
C  1.16687  0.87369  -7.43642
C  2.46943  0.92167  -7.16292
C  3.27139  2.13187  -7.45512
O  4.46087  2.17580  -7.20745
C  2.56990  3.28595  -8.06046
C  1.26682  3.23823  -8.33403
C  0.46479  2.02854  -8.04230
O  -0.72304  1.98410  -8.28867
H  0.56506  -0.00274  -7.23055
H  2.99812  0.08696  -6.71924
H  3.17164  4.16222  -8.26610
H  0.73829  4.07284  -8.77721

E_HOMO   -11.797 eV
Total charge   +1
Max |F|   4.941 eV/A


A cluster of 2 separate species, CH8NS2 in total at a distorted geometry. Source: the OMol25 dataset; level of theory: ωB97M-V with the def2-TZVPD basis set.

Geometry (Å):
N  0.19335  2.24037  -1.18732
H  1.06410  1.72078  -1.09663
H  0.16945  2.98321  -1.93062
H  -0.48206  1.49168  -1.48077
H  -0.22238  2.66779  -0.34404
C  -0.80750  -1.89670  1.23015
S  0.60484  -0.84835  1.67716
S  1.29096  -0.42679  0.02569
H  -1.57389  -1.88041  2.09762
H  -0.65392  -3.11063  1.21507
H  -1.43464  -1.58336  0.44632
H  1.85168  -1.35760  -0.65262

E_HOMO   -12.544 eV
Total charge   +1
Max |F|   6.322 eV/A
Energy relative to the best compared isomer or geometry (same formula, charge and spin)   1.641 eV


A structure of composition INa. Source: the OMol25 dataset; level of theory: ωB97M-V with the def2-TZVPD basis set.

Geometry (Å):
Na  -0.48711  -1.26757  -0.63546
I  0.48711  1.26757  0.63546

E_HOMO (alpha / beta)   -0.659 / -4.538 eV
Total charge   -1
Max |F|   0.145 eV/A
Multiplicity   2
Energy relative to the best compared isomer or geometry (same formula, charge and spin)   0.006 eV